Here is an isolated molecule of C2H6N6 from the Open Molecules 2025 dataset. Energies are from the ωB97M-V functional and the def2-TZVPD basis.

Each atom is followed by the atoms it is bonded to, with distances in Å.
Cartesian coordinates (Å):
1 N -0.50 0.92 -2.11  N2 1.474, H9 1.054, H10 1.029
2 N 0.28 -0.08 -1.35  N1 1.474, C3 1.261
3 C 0.03 0.03 -0.12  N2 1.261, N4 1.386, N7 1.368
4 N -0.87 0.85 0.55  C3 1.386, C5 1.376, H11 1.012
5 C -0.81 0.53 1.89  N4 1.376, N6 1.341, H12 1.087
6 N 0.08 -0.45 2.12  C5 1.341, N7 1.357
7 N 0.57 -0.72 0.88  C3 1.368, N6 1.357, N8 1.397
8 N 1.53 -1.72 0.71  N7 1.397, H13 1.040, H14 1.031
9 H 0.21 1.45 -2.69  N1 1.054
10 H -0.99 0.40 -2.85  N1 1.029
11 H -1.48 1.48 0.05  N4 1.012
12 H -1.45 0.89 2.70  C5 1.087
13 H 2.30 -1.23 0.20  N8 1.040
14 H 1.10 -2.36 0.02  N8 1.031

Results
E_LUMO ... 0.961 eV
Energy above the lowest of the compared OMol25 structures with the same formula, charge and spin ... 0.819 eV
Highest occupied orbital energy ... -7.88 eV
Calculated total energy ... -11109.4796 eV
HOMO-LUMO gap ... 8.84 eV
SMILES ... N/N=c1\[nH]cnn1N

Here is an isolated molecule of C10H19N5O5 from the Open Molecules 2025 dataset. Energies are from the ωB97M-V functional and the def2-TZVPD basis.

Each atom is followed by the atoms it is bonded to, with distances in Å.
Cartesian coordinates (Å):
1 H 4.16 -1.69 -2.09  N2 1.014
2 N 4.06 -1.96 -1.12  H1 1.014, C3 1.279
3 C 2.85 -1.87 -0.72  N2 1.279, N4 1.373, N5 1.349
4 N 1.80 -1.47 -1.50  C3 1.373, H22 1.021, H23 1.016
5 N 2.51 -2.17 0.55  C3 1.349, C6 1.480, H24 1.026
6 C 1.49 -1.45 1.34  N5 1.480, C7 1.522, H25 1.099, H26 1.100
7 C 1.93 -0.04 1.69  C6 1.522, C8 1.541, H27 1.101, H28 1.110
8 C 0.77 0.96 1.85  C7 1.541, C9 1.530, H29 1.118, H30 1.097
9 C 0.35 1.65 0.55  C8 1.530, N10 1.469, C19 1.545, H31 1.101
10 N 0.06 0.71 -0.54  C9 1.469, C11 1.351, H32 1.025
11 C -1.14 0.24 -0.95  N10 1.351, O12 1.246, C13 1.533
12 O -1.15 -0.82 -1.61  C11 1.246
13 C -2.45 0.95 -0.61  C11 1.533, N14 1.448, C15 1.537, H33 1.107
14 N -3.42 0.85 -1.68  C13 1.448, H34 1.014, H35 1.023
15 C -3.03 0.42 0.71  C13 1.537, C16 1.505, H36 1.089, H37 1.106
16 C -3.17 -1.08 0.76  C15 1.505, O17 1.196, O18 1.342
17 O -4.07 -1.68 0.26  C16 1.196
18 O -2.14 -1.62 1.43  C16 1.342, H38 0.967
19 C 1.39 2.69 0.07  C9 1.545, O20 1.215, O21 1.355
20 O 1.94 3.45 0.84  C19 1.215
21 O 1.64 2.68 -1.27  C19 1.355, H39 0.971
22 H 2.05 -1.50 -2.49  N4 1.021
23 H 0.96 -2.00 -1.29  N4 1.016
24 H 3.40 -2.27 1.06  N5 1.026
25 H 1.44 -2.09 2.24  C6 1.099
26 H 0.53 -1.52 0.83  C6 1.100
27 H 2.48 -0.16 2.64  C7 1.101
28 H 2.66 0.34 0.95  C7 1.110
29 H -0.09 0.37 2.25  C8 1.118
30 H 1.04 1.76 2.56  C8 1.097
31 H -0.57 2.25 0.68  C9 1.101
32 H 0.72 -0.03 -0.81  N10 1.025
33 H -2.13 2.00 -0.52  C13 1.107
34 H -4.37 1.06 -1.40  N14 1.014
35 H -3.35 -0.04 -2.18  N14 1.023
36 H -2.42 0.65 1.58  C15 1.089
37 H -4.02 0.89 0.87  C15 1.106
38 H -2.30 -2.58 1.44  O18 0.967
39 H 1.03 2.05 -1.68  O21 0.971

Results
E_LUMO ... 0.338 eV
Energy above the lowest of the compared OMol25 structures with the same formula, charge and spin ... 0.433 eV
Highest occupied orbital energy ... -9.08 eV
Calculated total energy ... -28367.7238 eV
HOMO-LUMO gap ... 9.41 eV
SMILES ... [H]/N=C(\N)NCCC[C@H](NC(=O)[C@@H](N)CC(=O)O)C(=O)O

> What is the HOMO-LUMO gap in the second record?

9.41 eV